Computed, not measured: an isolated ion of composition C5H12N2S and charge +2, with wB97M-V/def2-TZVPD.

Output
energy relative to the best compared isomer or geometry (same formula, charge and spin) = 0.0 kJ/mol
spin multiplicity = 3
charge = +2
calculated total energy = -704.5868 Ha

Each atom is followed by the atoms it is bonded to, with distances in Å.
Geometry (Å):
1 S 0.049 0.705 -1.573  C6 1.800, C8 1.723
2 N 2.563 1.914 0.198  C7 1.466, H15 1.013, H16 1.022, H18 0.993
3 N -1.673 -0.626 -0.118  C4 1.489, C5 1.462, C6 1.518, H11 0.959
4 C -1.866 -2.094 -0.276  N3 1.489, H10 1.059, H17 1.067, H20 1.020
5 C -0.541 -0.288 0.744  N3 1.462, C8 1.464, H19 1.100
6 C -1.692 0.433 -1.205  S1 1.800, N3 1.518, H12 1.135, H14 1.043
7 C 1.947 0.616 0.486  N2 1.466, C8 1.500, H9 1.045, H13 1.116
8 C 0.513 0.471 0.070  S1 1.723, C5 1.464, C7 1.500
9 H 2.619 -0.091 0.111  C7 1.045
10 H -1.228 -2.465 -1.035  C4 1.059
11 H -2.347 -0.480 0.547  N3 0.959
12 H -2.261 -0.081 -2.042  C6 1.135
13 H 1.953 0.191 1.518  C7 1.116
14 H -1.986 1.410 -0.990  C6 1.043
15 H 1.901 2.670 0.323  N2 1.013
16 H 3.209 2.355 0.857  N2 1.022
17 H -2.877 -2.345 -0.508  C4 1.067
18 H 2.924 1.988 -0.724  N2 0.993
19 H -0.271 -0.759 1.701  C5 1.100
20 H -1.400 -2.552 0.506  C4 1.020